# 1
Molecular formula: C3H7N2O2
Method: DFT, ωB97M-V with the def2-TZVPD basis set

## Properties
Structure (SMILES): NN([O-])C/C=C/O
Net charge: -1

Atoms and positions in Å:
C (-0.68168, -0.67844, -0.18256)
C (-1.64426, 0.18131, 0.18923)
C (0.46237, -1.00896, 0.61570)
N (1.57210, 1.29641, 0.36636)
N (1.97413, -0.12917, 0.17692)
O (2.32504, -0.34917, -1.04424)
O (-2.71240, 0.56010, -0.63128)
H (-0.68452, -1.05266, -1.20250)
H (-1.74226, 0.59159, 1.17830)
H (0.83985, -2.01424, 0.46597)
H (0.39085, -0.73825, 1.66346)
H (1.89509, 1.79976, -0.46281)
H (0.54989, 1.37961, 0.36001)
H (-2.54421, 0.16210, -1.49257)

***

# 2
Molecular formula: C3H7N2O2
Method: DFT, ωB97M-V with the def2-TZVPD basis set

## Properties
Net charge: -1

Atoms and positions in Å:
C (0.34294, 0.06614, -0.26039)
N (0.30495, 1.09474, 0.72181)
C (1.45490, 1.34089, 1.61820)
O (2.47394, 0.73094, 1.25595)
O (1.17677, 2.09512, 2.56993)
C (-0.94756, -0.71987, -0.48000)
N (-0.56076, -1.88107, -1.47791)
H (1.12130, -0.65773, -0.02894)
H (0.59175, 0.53228, -1.28039)
H (-0.43742, 1.74412, 0.91811)
H (-1.72856, 0.00452, -0.78726)
H (-1.00833, -0.83825, -1.78818)
H (-1.34253, -1.09688, 0.46859)
H (-1.44142, -2.41495, -1.44953)

***

# 3
Molecular formula: C3H7N2O2
Method: DFT, ωB97M-V with the def2-TZVPD basis set

## Properties
Net charge: +1

Atoms and positions in Å:
C (1.02275, 0.85882, -0.06265)
C (2.19934, 0.52084, 0.37222)
C (-0.26825, 0.81258, -0.59633)
N (-0.06097, -1.00562, -1.82663)
N (-1.39269, 0.53313, 1.00999)
O (0.27892, 2.05340, -0.40516)
O (-0.81701, 0.25529, -1.60843)
H (3.05126, 1.19745, 0.42485)
H (2.35026, -0.45426, 0.64355)
H (-0.09505, -1.22278, -2.80928)
H (-0.46639, -1.71651, -1.18209)
H (-2.28531, 0.00734, 0.80517)
H (-1.61182, 1.40268, 1.36706)
H (-0.89559, -0.02743, 1.62628)

***

# 4
Molecular formula: C3H7N2OS
Method: DFT, ωB97M-V with the def2-TZVPD basis set

## Properties
Net charge: -1

Atoms and positions in Å:
N (0.64386, 1.00405, 1.04925)
C (0.35823, 0.51013, -0.38979)
C (1.08833, -0.74519, -0.74938)
S (2.76507, -0.99248, -0.24783)
C (-1.08017, -0.01125, -0.38549)
N (-1.87023, 0.55177, 0.79693)
O (-1.37926, -0.84542, -1.36309)
H (1.45407, 0.53929, 1.36195)
H (-0.18998, 1.07890, 1.73507)
H (0.61224, 1.31970, -1.06162)
H (0.57152, -1.51223, -0.34602)
H (0.97564, -0.75768, -1.78439)
H (-1.14842, -0.43577, 0.69158)
H (-2.80090, 0.29619, 0.69282)

***

# 5
Molecular formula: C3H7N2OS
Method: DFT, ωB97M-V with the def2-TZVPD basis set

## Properties
Net charge: +1

Atoms and positions in Å:
C (-2.21105, -0.46667, -0.12451)
C (-0.97256, -0.30340, 0.36781)
C (0.20808, 0.05066, -0.39066)
N (1.77328, 1.74373, 0.35425)
N (1.21901, 0.56384, 0.42047)
O (2.00416, -2.12335, 0.59546)
S (1.85216, -0.98221, -0.54447)
H (-3.00952, -0.55235, 0.56582)
H (-2.44491, -0.08032, -1.17339)
H (-0.76253, -0.26749, 1.41284)
H (-0.03786, 0.71441, -1.29428)
H (2.85589, -2.48729, 0.81593)
H (1.43152, 2.54638, -0.31258)
H (2.14098, 2.09140, 1.26193)

***

# 6
Molecular formula: C3H7N2OS
Method: DFT, ωB97M-V with the def2-TZVPD basis set

## Properties
Net charge: +1

Atoms and positions in Å:
C (-1.62958, -0.08564, -0.25860)
C (0.31422, -1.56648, -0.11506)
C (-1.58493, 1.34334, 0.04753)
N (-0.70829, -0.95920, -0.39762)
N (2.13193, 0.19214, 0.29667)
O (1.09637, -2.38019, -0.71428)
S (1.04183, -2.57499, 1.04168)
H (-2.58268, -0.52405, -0.48575)
H (-0.62930, 1.68488, 0.03833)
H (-2.15239, 1.92444, -0.72023)
H (-2.16571, 1.26129, 0.91652)
H (3.02304, 0.48100, 0.61117)
H (1.51993, 0.99164, 0.42374)
H (2.32558, 0.21181, -0.68410)

***

# 7
Molecular formula: C3H7N2OS2
Method: DFT, ωB97M-V with the def2-TZVPD basis set

## Properties
Net charge: +1

Atoms and positions in Å:
C (0.16077, 1.13891, 0.11563)
C (-1.65574, -0.77337, 0.33339)
C (2.59420, -0.00345, -0.13994)
N (-0.98977, 1.70757, 0.03364)
N (-0.35911, -0.56246, 0.71372)
O (-1.68690, -1.42926, -0.91216)
S (-2.46739, 0.91563, 0.10401)
S (1.71253, 1.66391, -0.03192)
H (-2.06170, -1.24706, 1.19196)
H (3.64272, -0.00729, 0.10437)
H (2.27456, -0.37116, -1.07169)
H (2.02413, -0.41836, 0.67799)
H (-0.91118, 2.60229, -0.27459)
H (0.19114, -1.20620, 0.12640)
H (-2.46825, -2.00970, -0.97082)

***

# 8
Molecular formula: C3H7N2P
Method: DFT, ωB97M-V with the def2-TZVPD basis set

Atoms and positions in Å:
C (-0.14947, -0.33201, 0.70240)
C (-1.65935, -0.40301, 0.37628)
C (0.39328, 0.36526, -0.44513)
N (-1.77147, 0.34627, -0.91274)
N (-0.70168, 0.77784, -1.27607)
P (1.94056, 1.26842, -0.43938)
H (0.13078, 0.34075, 1.58582)
H (0.23346, -1.29582, 0.79251)
H (-2.08946, -1.43665, 0.14710)
H (-2.23083, 0.26098, 0.94865)
H (0.68447, -1.16274, -1.92606)
H (2.95044, 0.30786, -0.55772)
H (2.26928, 0.96285, 1.00436)

***

Sequential electronic energy output: -10295.894; -10298.510; -10287.488; -19083.857; -19075.739; -19076.647; -29912.670; -15487.217 eV
Sequential ΔE to the lowest compared entry with this formula, charge and spin output: 132.4; 72.1; 122.8; 130.1; 128.2; 107.2; 53.5; 92.1 kcal per mole
Sequential strongest force on any atom output: 0.0340; 0.0966; 0.0945; 0.1535; 0.0642; 0.0669; 0.1241; 0.0601 hartree/bohr